[1]
# C8H12N3O3

An isolated ion of composition C8H12N3O3 and charge +1 at a distorted geometry (ωB97M-V/def2-TZVPD, the Open Molecules 2025 dataset).

Energy relative to the best compared isomer or geometry (same formula, charge and spin)   182.04 kcal per mole
E_HOMO (spin up / spin down)   -13.6 / -13.6 eV
Gap between HOMO and LUMO (spin up / spin down)   7.9 / 7.9 eV
DFT total energy   -701.48850 Eh
Charge   +1

```
26
Properties=species:S:1:pos:R:3:mulliken_charge:R:1
C -1.869 0.361 0.342 -0.187
C 0.128 -0.770 -0.753 -0.135
C 1.220 1.364 -0.547 0.451
C -0.153 1.963 -0.517 -1.095
C 2.430 -0.861 -1.177 -0.457
C 1.808 -2.336 -1.087 -0.632
C -1.116 1.537 0.677 0.534
C -0.351 1.544 2.061 -1.350
N 1.146 0.022 -0.996 0.179
N -2.781 -0.483 0.672 0.775
N 0.406 -2.021 -0.752 -0.042
O 2.221 1.935 -0.251 -0.494
O -2.507 -1.803 0.229 -0.416
O -3.844 -0.332 1.132 -0.639
H 0.108 3.089 -0.431 0.322
H -0.613 1.793 -1.421 0.579
H 3.117 -0.698 -0.351 0.309
H 2.798 -0.551 -2.232 0.344
H 1.886 -2.751 -1.987 0.341
H 2.167 -2.880 -0.276 0.383
H -1.940 2.285 0.763 0.449
H -1.140 1.451 2.782 0.489
H 0.387 2.391 2.017 0.355
H 0.184 0.586 2.362 0.281
H -0.467 -2.573 -0.806 0.293
H -3.224 -2.261 0.549 0.364
```

---

[2]
# C24H42NO4Si5TeV

C24H42NO4Si5TeV as an isolated structure at a distorted geometry (ωB97M-V/def2-TZVPD, the Open Molecules 2025 dataset).

Energy relative to the best compared isomer or geometry (same formula, charge and spin)   0.00 kcal per mole
E_HOMO (spin up / spin down)   -3.3 / -5.1 eV
Gap between HOMO and LUMO (spin up / spin down)   5.6 / 7.5 eV
DFT total energy   -3955.05828 Eh
Charge   -1
Multiplicity   4

```
78
Properties=species:S:1:pos:R:3:mulliken_charge:R:1
V -0.601 -0.240 -0.156 1.050
O -0.123 -0.849 1.592 -0.688
C 0.988 -1.548 1.709 -0.712
C 2.004 -1.759 0.746 0.868
C 3.123 -2.520 1.164 -0.921
C 4.174 -2.770 0.308 -0.213
C 4.204 -2.299 -0.999 -0.559
C 3.121 -1.553 -1.434 -0.563
C 2.024 -1.273 -0.617 0.668
O 1.025 -0.579 -1.130 -0.769
N 5.298 -3.562 0.796 1.023
O 5.262 -3.983 1.940 -0.645
O 6.216 -3.796 0.025 -0.660
H 1.153 -1.973 2.698 0.312
H 3.158 -2.911 2.170 0.473
H 5.042 -2.514 -1.642 0.474
H 3.092 -1.165 -2.444 0.435
C -0.291 3.150 -1.645 -1.208
Si -0.733 2.286 -0.016 0.572
C 0.481 2.952 1.283 -1.318
C -2.427 2.961 0.518 0.213
C -3.035 2.462 1.674 -0.240
C -4.287 2.893 2.084 -0.740
C -4.974 3.840 1.334 -0.389
C -4.393 4.349 0.182 -0.640
C -3.134 3.914 -0.215 -0.032
H -0.258 4.237 -1.528 0.329
H -1.007 2.907 -2.433 0.315
H 0.693 2.816 -1.982 0.304
H 0.436 4.044 1.336 0.363
H 1.508 2.661 1.048 0.320
H 0.246 2.553 2.272 0.334
H -2.526 1.700 2.257 0.311
H -4.734 2.481 2.980 0.374
H -5.958 4.171 1.642 0.364
H -4.923 5.083 -0.414 0.364
H -2.706 4.319 -1.125 0.276
C -1.033 -4.290 -0.758 -0.644
Si -2.889 -4.240 -0.447 0.386
C -3.604 -5.954 -0.794 -1.121
C -3.166 -3.825 1.368 -0.977
Si -3.888 -2.613 -1.801 -0.176
Te -2.945 -0.362 -1.261 -0.440
Si -6.169 -2.342 -1.324 0.417
C -7.155 -3.923 -1.639 -1.067
C -6.384 -1.848 0.480 -0.960
C -6.888 -0.968 -2.393 -1.033
Si -3.535 -2.990 -4.086 0.553
C -4.140 -1.511 -5.080 -1.065
C -1.695 -3.210 -4.420 -1.004
C -4.449 -4.528 -4.696 -1.071
H -0.548 -4.948 -0.033 0.391
H -0.591 -3.296 -0.659 -0.131
H -0.797 -4.657 -1.758 0.288
H -3.130 -6.693 -0.142 0.385
H -3.429 -6.260 -1.827 0.262
H -4.680 -5.989 -0.611 0.239
H -2.574 -4.492 2.000 0.395
H -4.214 -3.934 1.651 0.287
H -2.867 -2.796 1.580 0.206
H -6.809 -4.743 -1.008 0.272
H -7.078 -4.247 -2.679 0.241
H -8.213 -3.755 -1.418 0.386
H -6.104 -2.652 1.161 0.283
H -7.428 -1.586 0.673 0.390
H -5.766 -0.978 0.712 0.226
H -6.923 -1.248 -3.447 0.262
H -6.294 -0.057 -2.304 0.293
H -7.908 -0.742 -2.069 0.375
H -3.710 -0.586 -4.692 0.277
H -5.227 -1.414 -5.041 0.280
H -3.846 -1.616 -6.128 0.386
H -1.122 -2.388 -3.986 0.242
H -1.507 -3.227 -5.497 0.370
H -1.317 -4.143 -3.998 0.260
H -5.528 -4.433 -4.558 0.259
H -4.124 -5.429 -4.172 0.253
H -4.261 -4.676 -5.763 0.382
```

---

[3]
# C20H29N3O4S

One molecule with the formula C20H29N3O4S at a distorted geometry (ωB97M-V/def2-TZVPD, the Open Molecules 2025 dataset).

Energy relative to the best compared isomer or geometry (same formula, charge and spin)   11.65 kcal per mole
E_HOMO   -9.1 eV
Gap between HOMO and LUMO   9.4 eV
DFT total energy   -1642.99357 Eh
SMILES   CC(C)CCNC(=O)C1CCN(S(=O)(=O)c2ccc3c(c2)CCC(=O)N3)CC1

```
57
Properties=species:S:1:pos:R:3:mulliken_charge:R:1
C -3.933 -2.664 0.652 -1.749
C -3.113 -1.385 0.805 0.469
C -1.911 -1.641 1.711 -1.230
C -2.711 -0.804 -0.559 0.296
C -1.749 -1.651 -1.394 -1.021
N -0.372 -1.505 -0.978 0.347
C 0.423 -2.549 -0.665 0.006
O 0.041 -3.700 -0.690 -0.693
C 1.850 -2.168 -0.268 0.146
C 2.564 -1.429 -1.406 0.003
C 3.961 -0.987 -0.963 -1.291
N 3.930 -0.230 0.263 0.220
S 3.824 1.422 0.176 1.352
O 4.666 1.837 -0.905 -0.760
O 4.062 1.924 1.496 -0.739
C 2.129 1.843 -0.259 0.192
C 1.764 1.935 -1.589 -0.801
C 0.451 2.221 -1.918 -0.896
C -0.489 2.428 -0.910 -0.138
C -0.112 2.349 0.439 1.495
C 1.205 2.058 0.749 -1.191
C -1.172 2.560 1.479 -0.591
C -2.182 3.597 0.995 -0.815
C -2.732 3.251 -0.371 0.452
O -3.865 3.458 -0.730 -0.649
N -1.810 2.702 -1.224 0.038
C 3.280 -0.895 1.364 -1.562
C 1.853 -1.328 1.016 0.623
H -3.322 -3.471 0.254 0.333
H -4.314 -2.980 1.619 0.454
H -4.778 -2.504 -0.014 0.405
H -3.751 -0.631 1.283 0.460
H -1.319 -2.470 1.334 0.294
H -1.275 -0.761 1.781 0.083
H -2.249 -1.898 2.713 0.519
H -3.622 -0.655 -1.142 0.554
H -2.259 0.180 -0.408 -0.711
H -1.985 -2.712 -1.321 0.510
H -1.831 -1.351 -2.446 0.301
H -0.011 -0.565 -0.931 -0.320
H 2.379 -3.107 -0.072 0.465
H 1.990 -0.551 -1.706 -0.124
H 2.651 -2.088 -2.272 0.526
H 4.595 -1.865 -0.801 0.374
H 4.431 -0.349 -1.712 0.516
H 2.518 1.802 -2.349 0.525
H 0.150 2.297 -2.952 0.439
H 1.537 2.009 1.774 0.521
H -0.721 2.879 2.419 0.520
H -1.690 1.612 1.665 -0.027
H -3.014 3.697 1.691 0.396
H -1.697 4.574 0.905 0.309
H -2.106 2.585 -2.185 0.225
H 3.879 -1.773 1.631 0.419
H 3.290 -0.198 2.203 0.506
H 1.441 -1.913 1.838 0.603
H 1.231 -0.441 0.885 -0.586
```

---

[4]
# C25H76F3N14O14

A 13-piece molecular cluster, C25H76F3N14O14 overall at a distorted geometry (ωB97M-V/def2-TZVPD, the Open Molecules 2025 dataset).

E_HOMO   -4.2 eV
Gap between HOMO and LUMO   5.8 eV
DFT total energy   -3117.56502 Eh
Charge   -1

```
132
Properties=species:S:1:pos:R:3:mulliken_charge:R:1
C 1.163 -1.892 2.207 -0.080
O 0.301 -0.752 2.039 -0.203
O 0.689 -2.415 3.418 -0.891
C 1.028 -2.721 0.948 0.761
F 1.566 -4.005 1.125 -0.286
F -0.190 -2.887 0.371 -0.254
F 1.799 -2.145 -0.067 -0.294
C 0.600 0.214 0.974 -0.234
C -0.175 1.525 1.267 -1.218
H -0.011 2.259 0.478 0.360
H -1.231 1.288 1.398 0.304
H 0.145 1.886 2.244 0.276
H 0.434 -0.048 -0.071 0.302
H 1.662 0.459 0.991 0.296
H 2.190 -1.565 2.368 0.163
C 1.564 -4.702 9.833 0.658
O 1.749 -5.081 11.010 -0.680
N 0.575 -3.976 9.387 -0.406
N 2.378 -4.943 8.864 -0.376
H 0.592 -3.781 8.396 0.188
H 0.286 -3.199 9.964 0.231
H 1.965 -4.789 7.955 0.173
H 3.243 -5.399 9.116 0.213
C -7.563 2.065 2.847 0.692
O -7.072 1.812 3.945 -0.659
N -6.774 2.461 1.855 -0.384
N -8.858 1.847 2.543 -0.407
H -7.250 2.456 0.964 0.149
H -5.885 2.907 2.031 0.221
H -9.419 1.281 3.164 0.224
H -9.160 2.153 1.629 0.164
C 6.075 -8.838 4.534 0.647
O 6.685 -7.852 4.892 -0.663
N 6.392 -10.042 4.747 -0.382
N 4.854 -8.817 4.166 -0.347
H 7.265 -10.261 5.205 0.204
H 5.909 -10.864 4.413 0.161
H 4.254 -8.006 4.216 0.222
H 4.421 -9.729 4.170 0.158
C 1.925 6.966 5.253 0.688
O 1.164 7.812 5.677 -0.667
N 2.762 7.344 4.278 -0.425
N 1.881 5.711 5.343 -0.341
H 3.325 6.709 3.731 0.153
H 2.731 8.332 4.075 0.202
H 1.196 5.359 5.996 0.208
H 2.559 5.185 4.810 0.182
C -6.284 -2.782 -0.335 0.698
O -6.399 -3.004 -1.563 -0.722
N -5.243 -2.212 0.193 -0.355
N -7.111 -3.157 0.579 -0.378
H -5.100 -2.164 1.192 0.169
H -4.482 -2.164 -0.470 0.202
H -6.984 -2.789 1.511 0.174
H -7.837 -3.823 0.356 0.209
C 3.190 5.038 -4.876 -1.321
C 1.995 5.799 -5.566 0.532
C 2.518 6.772 -6.662 -0.885
O 1.613 7.759 -7.113 -0.304
C 2.166 8.390 -8.190 -0.729
N 1.083 4.821 -6.185 -0.687
H 3.596 4.485 -5.723 0.376
H 2.832 4.280 -4.179 0.342
H 3.999 5.580 -4.386 0.356
H 1.475 6.432 -4.847 0.240
H 3.043 6.206 -7.431 0.391
H 3.326 7.331 -6.189 0.373
H 1.459 9.157 -8.505 0.254
H 2.392 7.690 -8.994 0.313
H 3.046 8.949 -7.869 0.309
H 0.865 4.110 -5.501 0.218
H 0.176 5.152 -6.479 0.224
C 7.559 -9.018 -2.169 -1.243
C 6.712 -8.084 -3.105 0.172
C 5.305 -7.988 -2.538 -0.689
O 4.791 -9.352 -2.515 -0.321
C 3.483 -9.438 -1.819 -0.792
N 7.408 -6.775 -3.220 -0.717
H 8.546 -9.113 -2.621 0.376
H 7.071 -9.982 -2.028 0.342
H 7.853 -8.547 -1.231 0.323
H 6.571 -8.468 -4.115 0.298
H 4.665 -7.409 -3.204 0.412
H 5.315 -7.644 -1.504 0.344
H 3.365 -9.183 -0.766 0.311
H 3.062 -10.435 -1.941 0.277
H 2.752 -8.715 -2.180 0.319
H 7.445 -6.511 -2.246 0.308
H 8.314 -7.015 -3.596 0.277
C -1.222 -2.308 -6.523 -1.364
C -2.482 -2.082 -5.657 0.692
C -3.097 -0.677 -5.557 -0.865
O -2.473 0.171 -4.581 -0.310
C -3.211 1.233 -4.044 -0.714
N -3.504 -2.985 -6.061 -0.820
H -1.188 -1.546 -7.301 0.281
H -1.175 -3.293 -6.989 0.393
H -0.266 -2.218 -6.008 0.327
H -2.119 -2.342 -4.663 0.284
H -4.158 -0.767 -5.325 0.365
H -3.278 -0.199 -6.520 0.391
H -2.429 1.849 -3.600 0.236
H -3.987 0.929 -3.342 0.249
H -3.570 1.739 -4.941 0.329
H -4.372 -3.001 -5.543 0.274
H -3.888 -2.460 -6.833 0.252
C -2.273 9.102 -0.410 -1.477
C -3.788 9.416 -0.280 0.558
C -4.333 9.494 1.135 -0.843
O -4.563 8.147 1.611 -0.342
C -3.689 7.880 2.746 -0.708
N -3.937 10.670 -0.904 -0.771
H -2.130 8.023 -0.341 0.354
H -1.731 9.499 0.449 0.335
H -1.783 9.508 -1.294 0.419
H -4.334 8.594 -0.743 0.303
H -5.278 10.034 1.087 0.367
H -3.763 10.211 1.726 0.358
H -2.672 8.271 2.757 0.301
H -3.611 6.794 2.788 0.256
H -4.109 8.301 3.660 0.309
H -3.717 10.635 -1.889 0.276
H -3.166 11.198 -0.520 0.303
O 1.037 0.448 6.780 -0.653
H 0.546 -0.296 6.429 0.330
H 1.910 0.362 6.397 0.317
O -3.697 -1.614 4.382 -0.643
H -4.037 -0.820 4.795 0.312
H -2.746 -1.506 4.403 0.335
O -0.693 -8.564 2.828 -0.629
H -0.307 -9.406 2.588 0.306
H -0.008 -7.923 2.639 0.323
```

---

[5]
# C6H14ClLiO7

C6H14ClLiO7 as an isolated structure at a distorted geometry (ωB97M-V/def2-TZVPD, the Open Molecules 2025 dataset).

Energy relative to the best compared isomer or geometry (same formula, charge and spin)   0.00 kcal per mole
E_HOMO   -0.3 eV
Gap between HOMO and LUMO   5.4 eV
DFT total energy   -1231.14844 Eh
Charge   -2

```
29
Properties=species:S:1:pos:R:3:mulliken_charge:R:1
Li -15.527 10.831 17.601 0.827
C -15.628 8.773 19.285 -0.347
O -16.260 8.889 18.053 -0.941
H -15.141 7.784 19.448 0.235
H -14.783 9.493 19.378 -0.074
H -16.310 8.931 20.141 0.158
C -16.226 12.346 15.233 -0.516
O -15.756 11.069 15.481 -0.908
H -17.215 12.503 15.708 0.157
H -15.597 13.198 15.557 0.087
H -16.474 12.499 14.157 0.240
Cl -17.280 13.628 19.606 1.680
O -16.251 14.005 20.566 -0.701
O -18.551 13.425 20.253 -0.697
O -17.430 14.708 18.645 -0.698
O -16.865 12.419 18.955 -0.581
C -11.687 12.417 17.454 -0.540
C -12.094 13.134 18.726 -0.542
C -13.585 12.819 18.865 -0.486
O -13.831 11.736 17.956 -0.089
C -13.017 12.029 16.829 -0.592
H -11.133 11.501 17.691 0.219
H -11.051 12.964 16.752 0.342
H -11.845 14.196 18.632 0.299
H -11.590 12.820 19.644 0.235
H -14.195 13.659 18.517 0.212
H -13.854 12.555 19.882 0.345
H -13.463 12.820 16.214 0.251
H -12.959 11.178 16.153 0.425
```